No. 1
Formula: C44H53I3N5O2W
Source: the OMol25 dataset
Level of theory: ωB97M-V/def2-TZVPD

Calculated values
- Spin multiplicity: 1
- Highest occupied orbital energy (spin up / spin down): -15.93 / -15.93 eV
- LUMO (spin up / spin down): -10.95 / -10.94 eV
- Total charge: +3

CARTESIAN COORDINATES (ANGSTROEM)
W1 1.2749 0.7147 -0.1856
C1 -5.8901 -0.3877 1.9827
C2 -4.6930 -0.8841 2.8139
C3 -4.8556 -0.4416 4.2796
C4 -4.6422 -2.4075 2.7549
C5 -3.4304 -0.2576 2.2558
C6 -2.3909 -0.9791 1.7704
C7 -1.2704 -0.2795 1.2334
N1 -0.1014 -0.7382 0.8391
C8 0.4295 -1.9934 0.9966
C9 -0.0711 -3.0852 1.7242
C10 0.6308 -4.2707 1.7112
C11 1.8353 -4.3399 0.9696
C12 2.4044 -3.2845 0.2718
C13 1.6680 -2.1050 0.3349
O1 2.0881 -0.9575 -0.2407
C14 3.7373 -3.3830 -0.4692
C15 4.3143 -4.7966 -0.3797
C16 4.7443 -2.4084 0.1627
C17 3.5282 -3.0476 -1.9549
C18 0.1721 -5.5005 2.4848
C19 1.2540 -5.8671 3.5136
C20 -1.1439 -5.2496 3.2211
C21 -0.0233 -6.6624 1.4985
C22 -1.3252 1.1750 1.0870
O2 -0.3344 1.6794 0.4198
C23 -2.3557 1.9448 1.6615
C24 -3.3509 1.1911 2.2294
C25 -2.3373 3.4727 1.6754
C26 -1.0896 3.9501 2.4353
C27 -3.5764 4.0220 2.3848
C28 -2.3204 4.0151 0.2385
H1 -6.8068 -0.8245 2.3787
H2 -6.0088 0.6962 2.0227
H3 -5.8025 -0.6897 0.9369
H4 -5.7652 -0.8829 4.6869
H5 -4.0173 -0.7748 4.8929
H6 -4.9505 0.6398 4.3859
H7 -5.5672 -2.8133 3.1621
H8 -4.5517 -2.7740 1.7290
H9 -3.8231 -2.8118 3.3548
H10 -2.4343 -2.0528 1.7296
H11 -0.9507 -2.9937 2.3340
H12 2.3660 -5.2812 0.9774
H13 4.5307 -5.0860 0.6499
H14 3.6497 -5.5397 -0.8243
H15 5.2547 -4.8322 -0.9285
H16 4.9022 -2.6361 1.2177
H17 5.7052 -2.5010 -0.3445
H18 4.4203 -1.3686 0.0829
H19 2.7995 -3.7197 -2.4127
H20 3.1992 -2.0161 -2.1012
H21 4.4692 -3.1689 -2.4924
H22 1.4247 -5.0506 4.2172
H23 0.9365 -6.7410 4.0821
H24 2.2039 -6.1172 3.0387
H25 -1.0465 -4.4619 3.9726
H26 -1.9547 -4.9938 2.5330
H27 -1.4430 -6.1560 3.7456
H28 0.8992 -6.9312 0.9829
H29 -0.3548 -7.5454 2.0447
H30 -0.7805 -6.4251 0.7491
H31 -4.1798 1.7179 2.6802
H32 -1.0897 3.5841 3.4632
H33 -0.1651 3.6287 1.9537
H34 -1.0837 5.0395 2.4702
H35 -3.6342 3.6953 3.4250
H36 -3.5249 5.1098 2.3942
H37 -4.5010 3.7463 1.8731
H38 -1.3988 3.7624 -0.2850
H39 -3.1702 3.6398 -0.3361
H40 -2.3961 5.1023 0.2685
I1 -3.2817 -0.8726 -1.6404
C29 -1.9361 -1.0574 -3.2615
I2 0.0770 -1.4354 -2.6731
H41 -1.9423 -0.1378 -3.8333
H42 -2.2396 -1.8998 -3.8725
N2 2.1678 8.3335 -7.8442
C30 1.8644 7.5138 -7.1009
C31 1.4851 6.4841 -6.1713
C32 1.7843 6.6317 -4.8188
C33 1.4187 5.6428 -3.9216
C34 0.7738 4.5135 -4.3981
C35 0.4643 4.3513 -5.7380
C36 0.8206 5.3478 -6.6300
N3 0.4006 3.4771 -3.4649
C37 -0.8618 2.9504 -3.2894
C38 -0.7624 2.0519 -2.2823
N4 0.5550 1.9969 -1.8526
C39 1.2185 2.8815 -2.6031
H43 2.2842 7.5263 -4.4748
H44 1.6116 5.7674 -2.8635
H45 -0.0347 3.4575 -6.0894
H46 0.5949 5.2461 -7.6823
H47 -1.7050 3.2898 -3.8662
H48 -1.5423 1.4617 -1.8327
H49 2.2633 3.1281 -2.5389
I3 1.9096 0.8659 2.4795
C40 3.0235 1.8122 -0.1312
C41 4.0644 2.6133 0.3051
C42 5.1257 2.6906 -0.5838
C43 5.1224 1.9674 -1.7913
C44 4.0393 1.1843 -2.1330
N5 3.0170 1.1730 -1.2614
H50 4.0497 3.1280 1.2545
H51 5.9852 3.3020 -0.3394
H52 5.9772 2.0112 -2.4525
H53 3.9685 0.5905 -3.0336

Results of the Löwdin charge analysis, in e, for atoms 1 through 4: W 1.5238; C -0.0129; C -0.5482; C -0.0120

=====

No. 2
Formula: C44H53N6OSiTeTl
Source: the OMol25 dataset
Level of theory: ωB97M-V/def2-TZVPD

Calculated values
- Spin multiplicity: 1
- Highest occupied orbital energy: -6.84 eV
- LUMO: 0.37 eV

CARTESIAN COORDINATES (ANGSTROEM)
Tl1 0.3233 -0.4240 1.2909
C1 -3.2654 1.4376 2.9955
C2 -2.3042 2.2199 3.9019
C3 -1.2693 3.0126 3.1670
C4 -1.3934 4.3218 2.7343
C5 -0.3108 4.8799 2.0062
C6 0.7759 4.1087 1.7097
C7 0.8137 2.8497 2.2464
N1 -0.1431 2.2959 2.9533
N2 -2.7981 0.1802 2.3936
C8 -2.7612 -0.8896 3.3967
C9 -1.6352 -0.8855 4.3757
C10 -1.8287 -0.8877 5.7600
C11 -0.7535 -0.5283 6.5331
C12 0.5311 -0.3953 5.9740
C13 0.6276 -0.6132 4.5952
N3 -0.4156 -0.8450 3.8613
C14 -3.5520 -0.1555 1.2300
C15 -3.1648 -1.2376 0.2603
C16 -4.0651 -1.7100 -0.6851
C17 -3.6271 -2.6564 -1.6031
C18 -2.3344 -3.1380 -1.5046
C19 -1.4870 -2.6251 -0.5331
N4 -1.9046 -1.7392 0.3474
H1 -3.5152 2.0855 2.1694
H2 -4.2382 1.2314 3.4742
H3 -1.7806 1.5620 4.5623
H4 -2.9274 2.9043 4.4754
H5 -2.3708 4.8439 2.8899
H6 -0.4194 5.8933 1.6036
H7 1.5977 4.4895 1.1469
H8 1.6560 2.2059 2.0439
H9 -2.7680 -1.8566 2.8940
H10 -3.7499 -0.7836 3.9027
H11 -2.8404 -0.9723 6.1563
H12 -0.9307 -0.3896 7.6200
H13 1.4199 -0.1473 6.5736
H14 1.5631 -0.5738 4.0448
H15 -3.5364 0.7935 0.6722
H16 -4.6327 -0.2612 1.5292
H17 -5.1414 -1.4018 -0.7023
H18 -4.3179 -3.0729 -2.2946
H19 -1.9178 -3.7991 -2.2421
H20 -0.4383 -2.9803 -0.4468
O1 4.0164 1.8958 0.6354
C20 4.5260 2.4977 -0.5561
C21 3.3461 3.0874 -1.2660
C22 2.1744 2.1079 -1.4291
C23 1.0449 2.8320 -2.1508
C24 0.9847 2.7908 -3.5213
C25 -0.0106 3.4899 -4.1962
C26 -0.9222 4.2406 -3.4691
C27 -0.8208 4.1312 -2.0839
N5 0.1192 3.4707 -1.4375
H21 4.4927 1.0788 0.8000
H22 4.9617 1.7504 -1.2056
H23 5.3393 3.2575 -0.3664
H24 3.7238 3.4371 -2.2396
H25 2.9340 4.0220 -0.7729
H26 1.8943 1.8462 -0.3557
H27 2.5088 1.1737 -1.9555
H28 1.6520 2.1293 -4.0984
H29 -0.0813 3.4135 -5.2812
H30 -1.7148 4.8720 -3.8753
H31 -1.5139 4.6347 -1.3778
C28 0.8016 -0.4854 -5.1139
Te1 0.1696 -0.9608 -3.1400
C29 -1.7855 -0.4213 -3.8430
C30 -1.5459 0.3869 -5.1266
C31 -2.4705 1.3366 -5.5474
C32 -2.2061 2.1723 -6.6580
C33 -0.9370 2.0710 -7.2260
C34 0.0169 1.2313 -6.7255
C35 -0.2690 0.3887 -5.6520
H32 0.8782 -1.3924 -5.7326
H33 1.7349 0.0660 -5.2058
H34 -2.3727 0.0952 -3.0559
H35 -2.2056 -1.3796 -4.0937
H36 -3.4224 1.4203 -5.0407
H37 -2.9024 2.9278 -7.0562
H38 -0.6901 2.5945 -8.1550
H39 1.0302 1.2218 -7.1985
C36 -0.5925 -4.1514 2.9997
Si1 0.9575 -4.3561 1.9836
C37 0.7670 -5.6863 0.6696
C38 2.2747 -4.9031 3.1154
N6 1.2814 -2.7625 1.3550
C39 2.4094 -2.5261 0.5975
C40 2.4551 -2.6781 -0.8201
C41 3.5499 -2.2989 -1.5931
C42 4.6614 -1.7391 -1.0284
C43 4.7123 -1.5977 0.3560
C44 3.6273 -1.9696 1.1228
H40 -1.2710 -5.0212 3.1155
H41 -1.1836 -3.3306 2.6121
H42 -0.2953 -3.8661 4.0250
H43 0.9901 -6.7156 1.0496
H44 1.5154 -5.5701 -0.1157
H45 -0.2746 -5.6891 0.2220
H46 2.0791 -5.9955 3.2976
H47 2.1055 -4.3656 4.0703
H48 3.2857 -4.7005 2.7713
H49 1.5674 -3.1403 -1.2700
H50 3.4370 -2.4624 -2.6756
H51 5.4895 -1.4020 -1.6572
H52 5.5350 -1.1638 0.9145
H53 3.6680 -1.6870 2.1769

Results of the Löwdin charge analysis, in e, for atoms 1 through 4: Tl 0.8223; C -0.1626; C -0.1000; C -0.2836

=====

No. 3
Formula: C44H54F5N2OP2Se2Si3TeTi
Source: the OMol25 dataset
Level of theory: ωB97M-V/def2-TZVPD

Calculated values
- Spin multiplicity: 2
- Highest occupied orbital energy: -6.39 eV
- LUMO: -2.47 eV

CARTESIAN COORDINATES (ANGSTROEM)
Ti1 0.9903 -0.6896 1.7829
Se1 -1.9481 -2.3946 -3.6258
P1 -0.2004 -3.6574 -3.0034
Se2 1.1088 -2.6467 -1.6600
C1 0.5012 -4.0519 -4.6286
C2 1.7601 -3.5310 -4.9861
C3 2.1929 -3.6744 -6.3232
C4 1.3758 -4.2698 -7.2381
C5 0.1937 -4.8700 -6.8278
C6 -0.2829 -4.7139 -5.5407
C7 -0.5857 -5.3544 -2.5463
C8 0.4487 -6.0563 -1.9314
C9 0.2198 -7.3936 -1.4822
C10 -1.0049 -8.0023 -1.6713
C11 -2.0611 -7.2170 -2.1660
C12 -1.8907 -5.9320 -2.6391
H1 2.3579 -3.0163 -4.2465
H2 3.1494 -3.2521 -6.5273
H3 1.6662 -4.2742 -8.2602
H4 -0.3785 -5.4271 -7.5562
H5 -1.3123 -5.0129 -5.2593
H6 1.4181 -5.5427 -1.7891
H7 1.1111 -7.9628 -1.1539
H8 -1.1367 -9.0299 -1.4136
H9 -3.0330 -7.6954 -2.2874
H10 -2.6822 -5.4111 -3.1089
N1 -2.2970 1.4700 -1.2560
C13 -2.5653 2.0628 -2.5023
C14 -3.7848 2.6090 -2.8996
C15 -3.8295 3.4185 -4.0166
C16 -2.7424 3.5069 -4.8488
C17 -1.5414 2.9010 -4.5178
C18 -1.4065 2.3019 -3.2721
P2 0.1429 1.9115 -2.4021
C19 1.2516 1.7366 -3.7974
C20 2.3932 2.4861 -4.0636
C21 3.1720 2.1632 -5.1900
C22 2.6977 1.3608 -6.1835
C23 1.5058 0.6741 -5.9681
C24 0.8341 0.8057 -4.7302
C25 0.7245 3.5392 -1.8201
C26 0.2282 4.7836 -2.2989
C27 0.5107 5.9570 -1.6289
C28 1.3688 5.9541 -0.4931
C29 2.0190 4.7773 -0.1979
C30 1.6927 3.5610 -0.8010
H11 -1.7723 0.6064 -1.2132
H12 -2.8544 1.7246 -0.4232
H13 -4.7130 2.3811 -2.3357
H14 -4.7138 4.0325 -4.2070
H15 -2.8675 4.0572 -5.7677
H16 -0.6774 3.0149 -5.1616
H17 2.7366 3.2720 -3.4085
H18 4.1726 2.5246 -5.2212
H19 3.2271 1.3542 -7.1269
H20 1.1613 0.0412 -6.7843
H21 -0.0764 0.1943 -4.6025
H22 -0.4453 4.8386 -3.1285
H23 0.0493 6.8936 -1.9404
H24 1.5513 6.8718 -0.0162
H25 2.9361 4.8093 0.4628
H26 2.2502 2.6613 -0.4841
C31 -2.8279 2.3603 5.4068
Si1 -2.0093 1.6721 3.8590
C32 -2.0067 2.9195 2.4655
C33 -2.8599 0.1997 3.0814
C34 -0.1327 1.0088 4.0235
Si2 0.9268 2.4128 4.8271
C35 0.3559 4.1500 4.4133
C36 1.1289 2.3320 6.6729
C37 2.4803 2.5071 3.8643
Si3 -0.4505 -0.6629 4.9867
C38 -1.8142 -0.8617 6.2373
C39 1.0932 -1.4336 5.7479
C40 -0.7132 -1.8342 3.5268
C41 -1.3461 -2.9256 4.0667
C42 -1.8083 -3.9642 3.2153
C43 -1.7122 -3.8515 1.8642
C44 -1.0689 -2.7691 1.3724
N2 -0.4966 -1.7896 2.1482
H27 -3.7521 2.9182 5.1706
H28 -2.2054 3.1979 5.8613
H29 -3.0212 1.6384 6.2212
H30 -1.7369 3.9257 2.7622
H31 -1.2544 2.6884 1.7249
H32 -2.9745 2.9255 1.9833
H33 -3.8581 0.4537 2.7659
H34 -2.9735 -0.6697 3.7303
H35 -2.3547 -0.0946 2.1435
H36 -0.7319 4.3552 4.5152
H37 0.8973 4.8402 5.0166
H38 0.6288 4.3800 3.3845
H39 0.2036 2.0365 7.1120
H40 1.3721 3.2871 7.1369
H41 1.9079 1.6776 6.9981
H42 3.1201 1.6161 4.0137
H43 3.0384 3.3761 4.1113
H44 2.2461 2.5812 2.7807
H45 -1.7856 0.0523 6.8750
H46 -1.6160 -1.7105 6.9029
H47 -2.8077 -0.9499 5.8095
H48 1.4629 -0.9302 6.6530
H49 1.9400 -1.4840 5.0696
H50 0.8949 -2.4456 6.1147
H51 -1.4078 -3.0815 5.1699
H52 -2.2466 -4.8288 3.6030
H53 -2.1983 -4.5841 1.1962
H54 -0.9879 -2.5709 0.2891
F1 1.5681 0.1848 0.2444
Te1 5.9432 -0.0292 1.9908
F2 6.1227 1.6621 1.0697
F3 2.5690 -1.0388 2.5846
F4 6.8743 0.9456 3.2841
F5 7.6147 -0.6419 1.4842
O1 0.4540 0.6693 2.7840

Results of the Löwdin charge analysis, in e, for atoms 1 through 4: Ti 1.1598; Se 0.0552; P 0.0548; Se 0.2008

=====

No. 4
Formula: C44H57BaGeN3OP3S
Source: the OMol25 dataset
Level of theory: ωB97M-V/def2-TZVPD

Calculated values
- Spin multiplicity: 1
- Highest occupied orbital energy: -15.59 eV
- LUMO: -7.84 eV
- Total charge: +3

CARTESIAN COORDINATES (ANGSTROEM)
Ba1 -1.5221 0.7957 -0.8306
C1 1.5791 3.9351 -2.2806
P1 0.0598 3.5891 -1.3114
C2 0.4095 4.5714 0.1956
C3 -1.1318 4.6959 -2.1911
C4 -2.5045 4.7786 -1.5178
P2 -3.4598 3.1951 -1.5832
C5 -4.1280 3.2286 -3.2910
C6 -4.9394 3.6862 -0.6200
H1 1.7848 5.0058 -2.2790
H2 1.4647 3.5988 -3.3113
H3 2.4277 3.4145 -1.8347
H4 0.6231 5.6067 -0.0744
H5 1.2716 4.1476 0.7097
H6 -0.4346 4.5387 0.8834
H7 -1.2371 4.3151 -3.2116
H8 -0.6847 5.6904 -2.2564
H9 -3.1087 5.5509 -1.9992
H10 -2.3989 5.0583 -0.4664
H11 -4.6367 4.1731 -3.4848
H12 -4.8406 2.4124 -3.4144
H13 -3.3309 3.0938 -4.0228
H14 -5.3668 4.6001 -1.0338
H15 -4.6676 3.8626 0.4211
H16 -5.6965 2.9034 -0.6606
C7 -3.8538 -0.4677 2.3437
C8 -4.5344 0.1398 1.1147
C9 -5.9785 0.5360 1.4264
C10 -4.5324 -0.7940 -0.0988
C11 -5.2819 -2.1156 0.1161
O1 -4.4577 -3.0713 -0.5698
C12 -3.3063 -2.4822 -0.8891
N1 -3.2013 -1.2316 -0.5901
C13 -2.3815 -3.3788 -1.6177
C14 -3.0149 -4.4274 -2.2967
C15 -2.2985 -5.3794 -2.9943
C16 -0.9179 -5.3232 -2.9844
C17 -0.2748 -4.2955 -2.3122
C18 -0.9762 -3.2879 -1.6488
P3 -0.0932 -1.9810 -0.6855
C19 1.6558 -2.1751 -1.2511
C20 2.7032 -2.4112 -0.3390
C21 3.9824 -2.7553 -0.8144
C22 4.2272 -2.8312 -2.1767
C23 3.2257 -2.4852 -3.0717
C24 1.9621 -2.1382 -2.6135
C25 -0.0695 -2.8154 0.9453
C26 -0.4061 -2.1128 2.0981
C27 -0.4251 -2.7527 3.3304
C28 -0.1047 -4.0979 3.4197
C29 0.2330 -4.8061 2.2729
C30 0.2460 -4.1735 1.0420
H17 -3.6125 0.3103 3.0666
H18 -2.9336 -0.9945 2.0783
H19 -4.5180 -1.1762 2.8393
H20 -3.9898 1.0557 0.8268
H21 -6.5456 -0.3302 1.7698
H22 -6.4819 0.9403 0.5462
H23 -6.0149 1.2911 2.2110
H24 -4.9948 -0.2393 -0.9266
H25 -6.2762 -2.1337 -0.3204
H26 -5.3411 -2.4085 1.1646
H27 -4.0917 -4.4916 -2.2697
H28 -2.8153 -6.1691 -3.5219
H29 -0.3316 -6.0790 -3.4901
H30 0.8016 -4.3020 -2.3067
H31 2.4856 -2.5060 0.7192
H32 4.7461 -3.0504 -0.1051
H33 5.1915 -3.1587 -2.5407
H34 3.4249 -2.4989 -4.1356
H35 1.1843 -1.9024 -3.3305
H36 -0.6423 -1.0602 2.0326
H37 -0.7008 -2.2029 4.2216
H38 -0.1223 -4.6001 4.3778
H39 0.4730 -5.8592 2.3379
H40 0.4972 -4.7409 0.1552
C31 0.0493 0.7240 5.9878
N2 0.3997 0.7800 4.5746
C32 -0.2939 1.4089 3.6363
N3 -1.4568 1.9810 3.9809
S1 0.2993 1.4690 2.0456
H41 0.7500 0.0674 6.4939
H42 -0.9544 0.3174 6.1242
H43 0.1084 1.7089 6.4551
H44 1.2730 0.3757 4.2799
H45 -1.7102 2.0925 4.9516
H46 -1.8826 2.6057 3.3219
Ge1 3.6050 0.0958 -0.3790
C33 4.4508 0.1373 1.3613
C34 3.8461 1.0269 2.2494
C35 4.4280 1.2627 3.4844
C36 5.5988 0.6030 3.8330
C37 6.1981 -0.2842 2.9467
C38 5.6316 -0.5173 1.7048
C39 4.3461 0.5124 -2.1116
C40 5.6832 0.2537 -2.4108
C41 6.1807 0.5989 -3.6559
C42 5.3507 1.2040 -4.5934
C43 4.0247 1.4816 -4.2854
C44 3.5167 1.1317 -3.0448
H47 2.1790 0.7129 -0.2633
H48 2.9236 1.5224 1.9756
H49 3.9686 1.9627 4.1703
H50 6.0504 0.7792 4.8003
H51 7.1150 -0.7877 3.2224
H52 6.1071 -1.2044 1.0155
H53 6.3327 -0.2102 -1.6779
H54 7.2160 0.3977 -3.8968
H55 5.7435 1.4610 -5.5681
H56 3.3929 1.9697 -5.0158
H57 2.4783 1.3325 -2.8029

Results of the Löwdin charge analysis, in e, for atoms 1 through 4: Ba 1.3161; C -0.2824; P 0.7041; C -0.2914